(one)
{"formula": "C35H60O30", "method": "wB97M-V/def2-TZVPD", "smiles": "C[C@H]1COC(=O)O1.C[C@H]1COC(=O)O1.C[C@H]1COC(=O)O1.C[C@H]1COC(=O)O1.C[C@H]1COC(=O)O1.COC(=O)OC.COC(=O)OC.COC(=O)OC.COC(=O)OC.COC(=O)OC", "homo_energy_ev": -10.05, "total_charge": 0, "homo_lumo_gap_ev": 9.89, "species": ["C", "C", "C", "O", "C", "O", "O", "H", "H", "H", "H", "H", "H", "C", "C", "C", "O", "C", "O", "O", "H", "H", "H", "H", "H", "H", "C", "C", "C", "O", "C", "O", "O", "H", "H", "H", "H", "H", "H", "C", "C", "C", "O", "C", "O", "O", "H", "H", "H", "H", "H", "H", "C", "C", "C", "O", "C", "O", "O", "H", "H", "H", "H", "H", "H", "C", "O", "C", "O", "O", "C", "H", "H", "H", "H", "H", "H", "C", "O", "C", "O", "O", "C", "H", "H", "H", "H", "H", "H", "C", "O", "C", "O", "O", "C", "H", "H", "H", "H", "H", "H", "C", "O", "C", "O", "O", "C", "H", "H", "H", "H", "H", "H", "C", "O", "C", "O", "O", "C", "H", "H", "H", "H", "H", "H"], "xyz": [[22.07000, -10.68900, -1.77100], [21.08300, -10.48500, -2.98500], [19.77000, -11.27700, -2.78400], [18.87600, -10.15500, -3.04100], [19.45200, -8.96900, -3.08200], [18.79600, -7.89100, -3.18600], [20.76200, -9.08300, -3.20300], [22.14100, -11.75500, -1.34200], [21.87600, -10.02500, -1.00400], [23.07500, -10.39900, -2.12100], [21.63400, -10.99500, -3.80400], [19.70400, -11.66700, -1.86100], [19.72500, -12.07600, -3.48500], [19.41200, -19.58000, 0.37900], [19.14000, -19.16800, -1.00600], [20.26400, -18.44300, -1.74500], [20.83900, -19.46300, -2.50900], [20.04800, -20.54600, -2.48500], [20.18200, -21.51200, -3.17100], [19.02200, -20.35400, -1.70700], [18.60000, -20.03900, 0.84800], [19.58600, -18.63700, 0.97300], [20.33500, -20.20200, 0.42100], [18.24700, -18.55500, -0.99100], [21.00000, -18.12300, -0.99100], [19.90700, -17.64300, -2.43600], [17.39000, -18.91600, -4.53400], [18.04200, -18.63300, -5.88300], [19.52300, -19.07700, -6.03700], [19.49400, -20.09100, -6.97500], [18.30300, -20.22700, -7.52400], [18.00400, -21.06200, -8.38900], [17.39100, -19.35000, -6.90300], [17.64500, -19.81700, -4.01400], [16.26700, -18.89900, -4.55300], [17.73800, -18.21200, -3.78900], [17.90200, -17.58900, -6.05000], [19.81800, -19.63800, -5.14300], [20.22100, -18.22400, -6.31200], [20.73100, -15.94000, 6.54400], [21.87600, -14.89300, 6.21000], [23.19100, -15.44900, 6.86100], [24.07500, -15.60000, 5.74700], [23.48400, -15.14700, 4.68400], [24.02500, -15.01300, 3.62100], [22.17200, -14.89800, 4.82900], [19.78500, -15.86800, 5.99700], [20.44500, -16.05400, 7.63800], [21.11200, -16.96400, 6.43100], [21.64500, -13.92600, 6.52800], [23.01800, -16.30300, 7.55700], [23.45000, -14.68600, 7.50200], [21.79900, -12.37100, 2.20100], [20.61800, -13.31100, 2.25100], [19.52600, -13.04100, 3.32700], [18.60000, -12.27600, 2.48500], [18.80000, -12.47100, 1.19000], [18.00300, -12.24900, 0.27200], [19.95000, -13.03700, 1.00700], [22.34000, -12.42100, 3.12300], [21.26500, -11.37000, 1.96900], [22.57300, -12.63400, 1.37500], [20.82000, -14.35900, 2.34900], [19.92200, -12.49000, 4.22300], [19.14700, -13.99000, 3.67700], [23.78200, -12.48400, -5.50000], [22.36800, -12.58500, -5.33700], [21.66400, -13.46000, -6.05700], [22.29600, -14.32600, -7.11900], [20.38000, -13.33900, -5.96700], [19.66200, -14.28500, -6.83900], [24.03900, -11.97600, -6.45900], [24.33500, -13.37600, -5.65000], [24.38900, -12.12900, -4.67500], [18.73100, -14.70300, -6.34300], [20.20000, -15.14200, -7.10600], [19.34000, -13.72000, -7.70400], [23.00300, -14.84000, 0.18200], [22.97900, -15.83300, -0.71400], [22.65200, -15.61600, -2.01200], [22.44900, -14.29400, -2.51400], [22.67500, -16.69800, -2.81100], [22.13500, -16.43300, -4.07800], [22.66200, -15.21400, 1.20300], [22.48000, -13.95400, -0.22800], [24.11300, -14.71800, 0.28600], [21.06500, -16.18600, -4.04300], [22.23500, -17.24100, -4.74100], [22.71200, -15.57300, -4.60300], [15.81300, -15.47500, -4.95700], [16.57800, -14.54200, -4.18400], [17.67800, -14.99000, -3.59300], [18.39900, -16.12400, -4.08300], [18.06700, -14.25500, -2.62800], [19.24600, -14.63600, -1.93700], [15.59900, -16.24300, -4.19700], [16.28900, -15.92100, -5.87600], [15.01700, -14.72200, -5.21600], [19.91100, -14.73100, -2.72500], [19.15800, -15.60700, -1.52000], [19.85400, -13.90100, -1.41200], [22.02400, -17.58200, 2.75500], [21.49400, -18.85800, 2.64300], [20.54600, -19.34200, 3.50100], [20.12300, -18.52300, 4.63100], [20.06200, -20.53400, 3.26800], [19.03500, -20.92400, 4.12700], [21.50700, -16.90000, 3.39300], [21.92900, -17.23500, 1.73600], [23.06800, -17.71300, 3.07100], [18.15300, -20.44700, 3.93800], [19.32000, -20.68300, 5.20800], [18.79700, -21.96500, 4.14200], [24.68100, -10.53100, 2.80000], [24.61900, -10.35900, 1.41400], [25.01700, -11.29800, 0.56900], [25.43100, -12.55000, 1.02300], [25.05000, -10.87400, -0.65500], [25.55300, -11.75200, -1.67700], [23.72600, -10.31100, 3.30100], [25.15300, -9.55500, 3.13700], [25.29200, -11.38400, 3.16700], [25.67000, -12.80400, -1.47400], [26.59600, -11.29400, -1.93500], [24.93200, -11.63300, -2.54000]]}

(two)
{"formula": "C35H60O30", "method": "wB97M-V/def2-TZVPD", "smiles": "C[C@H]1COC(=O)O1.C[C@H]1COC(=O)O1.C[C@H]1COC(=O)O1.C[C@H]1COC(=O)O1.C[C@H]1COC(=O)O1.COC(=O)OC.COC(=O)OC.COC(=O)OC.COC(=O)OC.COC(=O)OC", "homo_energy_ev": -10.48, "total_charge": 0, "homo_lumo_gap_ev": 10.23, "species": ["C", "C", "C", "O", "C", "O", "O", "H", "H", "H", "H", "H", "H", "C", "C", "C", "O", "C", "O", "O", "H", "H", "H", "H", "H", "H", "C", "C", "C", "O", "C", "O", "O", "H", "H", "H", "H", "H", "H", "C", "C", "C", "O", "C", "O", "O", "H", "H", "H", "H", "H", "H", "C", "C", "C", "O", "C", "O", "O", "H", "H", "H", "H", "H", "H", "C", "O", "C", "O", "O", "C", "H", "H", "H", "H", "H", "H", "C", "O", "C", "O", "O", "C", "H", "H", "H", "H", "H", "H", "C", "O", "C", "O", "O", "C", "H", "H", "H", "H", "H", "H", "C", "O", "C", "O", "O", "C", "H", "H", "H", "H", "H", "H", "C", "O", "C", "O", "O", "C", "H", "H", "H", "H", "H", "H"], "xyz": [[2.83665, -6.39421, -1.35641], [2.12543, -5.25392, -0.58579], [0.77573, -4.85160, -1.17941], [-0.08642, -5.33707, -0.15046], [0.60388, -5.65714, 0.96698], [0.09547, -6.00872, 2.10562], [1.97365, -5.59262, 0.69550], [2.71289, -6.25659, -2.43058], [2.26556, -7.29640, -1.13727], [3.88248, -6.56661, -1.10218], [2.62770, -4.28747, -0.62811], [0.52575, -5.33648, -2.12308], [0.55976, -3.79827, -1.35813], [4.20339, 7.01006, 3.12788], [3.65829, 6.39431, 1.84705], [4.16132, 6.97981, 0.51351], [4.70557, 5.93764, -0.26551], [4.81202, 4.88697, 0.54075], [5.13484, 3.79044, 0.10895], [4.22419, 5.12054, 1.72464], [3.81192, 6.37918, 3.92589], [3.84329, 8.00533, 3.38841], [5.28005, 6.87826, 3.23522], [2.58306, 6.21549, 1.84566], [5.07731, 7.50720, 0.77978], [3.43305, 7.52097, -0.09054], [-4.83500, 1.42635, -4.54986], [-3.99468, 2.67380, -4.29872], [-2.48967, 2.35023, -4.50987], [-2.11836, 3.27239, -5.46387], [-3.07453, 4.02002, -5.85049], [-2.86176, 5.00074, -6.66269], [-4.20765, 3.67009, -5.26046], [-4.64257, 0.91691, -5.49407], [-5.88780, 1.65089, -4.72103], [-4.68609, 0.65153, -3.79782], [-4.12799, 3.13046, -3.31801], [-2.33633, 1.36775, -4.95634], [-1.93789, 2.47413, -3.57805], [-3.01461, 3.54280, 6.79085], [-1.75962, 3.18402, 6.05538], [-1.30600, 4.41284, 5.32431], [-0.05025, 4.67104, 5.86251], [0.29343, 3.64618, 6.74776], [1.37305, 3.56430, 7.24810], [-0.76368, 2.81874, 6.98470], [-3.04233, 4.50506, 7.30210], [-3.22309, 2.79999, 7.56083], [-3.89149, 3.62069, 6.14810], [-1.88708, 2.40019, 5.30875], [-1.98406, 5.26394, 5.38733], [-1.19592, 4.22601, 4.25610], [3.41238, -1.09627, 5.97458], [3.51277, -0.88646, 4.46730], [3.87695, 0.50031, 3.90579], [4.67904, 0.09699, 2.77641], [5.01070, -1.10785, 2.76840], [5.66713, -1.70988, 1.96033], [4.43603, -1.73002, 3.82022], [4.32638, -0.80609, 6.49276], [3.02749, -2.08573, 6.22145], [2.66402, -0.43532, 6.41187], [2.48974, -1.16914, 4.21912], [4.41424, 1.14812, 4.59844], [2.90202, 0.91518, 3.64987], [4.95423, -1.65546, -2.93714], [5.50431, -2.93631, -3.11449], [5.61972, -3.48567, -4.33436], [5.54865, -2.92450, -5.37838], [5.81767, -4.78930, -4.15666], [6.18444, -5.60734, -5.25596], [5.69062, -0.90396, -2.65243], [4.14516, -1.83134, -2.22822], [4.64045, -1.30928, -3.92193], [7.02881, -5.32268, -5.88375], [5.37375, -5.69087, -5.97978], [6.57596, -6.54517, -4.86190], [-6.74775, -1.98090, -0.53760], [-5.96443, -0.87347, -0.03091], [-6.41323, 0.02054, 0.84456], [-7.43403, -0.01485, 1.48073], [-5.42003, 0.90408, 0.89760], [-5.56389, 1.97038, 1.81246], [-6.03641, -2.78148, -0.74048], [-7.25158, -1.65305, -1.44688], [-7.42419, -2.38026, 0.21808], [-5.63814, 1.51324, 2.79917], [-6.48999, 2.51129, 1.61788], [-4.64771, 2.54623, 1.68167], [2.22999, 4.30354, -9.21810], [2.73020, 3.13332, -8.57130], [3.43257, 3.04380, -7.49983], [4.03433, 2.05793, -7.19301], [3.52749, 4.27215, -6.90517], [3.99017, 4.32714, -5.56165], [3.00942, 4.74191, -9.84133], [1.64583, 4.93545, -8.54911], [1.47994, 4.03656, -9.96259], [4.96855, 3.92836, -5.29362], [3.45703, 3.71261, -4.83625], [4.06975, 5.34778, -5.18738], [-8.03792, -7.30127, 0.66643], [-7.55042, -6.64985, 1.76660], [-6.64794, -7.31770, 2.61357], [-6.22112, -8.50244, 2.47850], [-6.30973, -6.42540, 3.56956], [-5.32007, -6.74001, 4.50876], [-7.36401, -7.15661, -0.17797], [-8.96427, -6.90103, 0.25441], [-8.19428, -8.37470, 0.77328], [-4.44496, -6.14068, 4.25762], [-5.14893, -7.81599, 4.54163], [-5.55207, -6.57391, 5.56076], [0.56875, 1.21029, -0.32273], [-0.48119, 0.33849, -0.19686], [-0.81376, -0.06950, 1.06576], [-0.37016, 0.49368, 2.06077], [-1.72839, -1.11113, 1.01688], [-2.25735, -1.67338, 2.08698], [0.55903, 1.97272, 0.45619], [0.51115, 1.79063, -1.24359], [1.60315, 0.89086, -0.19591], [-2.89483, -2.50296, 1.78120], [-2.68708, -0.78727, 2.55413], [-1.47501, -2.15734, 2.67164]]}

Which structure is the most stable? The one labeled (two).

(one)
{"formula": "C4H6NO2", "method": "wB97M-V/def2-TZVPD", "homo_energy_ev": -15.02, "total_charge": 1, "homo_lumo_gap_ev": 9.20, "species": ["C", "C", "C", "C", "N", "O", "O", "H", "H", "H", "H", "H", "H"], "xyz": [[-0.55263, -0.84875, -0.08800], [-0.75542, 1.41427, 0.12198], [-1.97228, -0.40843, -0.32119], [1.61233, 0.13052, 0.46671], [0.12046, 0.17802, 0.20324], [2.30921, 0.51183, -0.62306], [-1.88695, 0.96149, -0.13613], [-0.06374, -1.87246, 0.06166], [-2.31813, -0.62643, -1.34069], [-2.75491, -0.93496, 0.39046], [1.92609, 0.85581, 1.14436], [2.49065, 1.43285, -0.71557], [1.84531, -0.79377, 0.83622]]}

(two)
{"formula": "C4H6NO2", "method": "wB97M-V/def2-TZVPD", "homo_energy_ev": [-14.97, -14.97], "total_charge": 1, "homo_lumo_gap_ev": [7.61, 7.61], "species": ["C", "C", "C", "C", "N", "O", "O", "H", "H", "H", "H", "H", "H"], "xyz": [[-1.92601, 0.86868, -0.01573], [-0.63915, 1.30575, 0.09068], [-2.16363, -0.54972, -0.07209], [2.44802, -0.70305, 0.07832], [0.41894, 0.45692, 0.33451], [-1.26654, -1.29886, 0.10661], [1.44511, 0.16645, -0.37352], [-2.77642, 1.52822, 0.11739], [-0.44820, 2.39780, -0.06957], [-3.19169, -0.95648, -0.32606], [3.41665, -0.35687, -0.41431], [2.39652, -1.68225, -0.55155], [2.28639, -1.17660, 1.09532]]}

Which structure is the most stable? The one labeled (one).

(one)
{"formula": "C9H10N2", "method": "wB97M-V/def2-TZVPD", "smiles": "C#Cc1nccn1C.C#CC", "homo_energy_ev": -8.18, "total_charge": 0, "homo_lumo_gap_ev": 8.91, "species": ["C", "C", "C", "C", "C", "C", "C", "C", "C", "N", "N", "H", "H", "H", "H", "H", "H", "H", "H", "H", "H"], "xyz": [[-2.87411, -1.97382, 0.64541], [-2.49121, -1.58119, -0.61277], [-0.94884, -1.21878, 0.81287], [1.43696, -0.65063, 1.58350], [0.73612, 2.08210, 1.33560], [0.30462, -0.91868, 1.29690], [1.51889, 2.33916, 0.45097], [2.65665, 2.44376, -0.47574], [-0.47827, -0.52275, -1.54598], [-1.93469, -1.75026, 1.54222], [-1.17977, -1.17893, -0.51323], [-3.86432, -2.48699, 0.90176], [-3.14344, -1.74305, -1.42604], [2.42750, -0.54341, 1.82546], [-0.13502, 1.86730, 1.77267], [3.60286, 2.36931, 0.07056], [2.59761, 3.30497, -1.08357], [2.57000, 1.40042, -0.95731], [-1.10110, -0.66347, -2.49100], [-0.21029, 0.46202, -1.46393], [0.50984, -1.03709, -1.66835]]}

(two)
{"formula": "C9H10N2", "method": "wB97M-V/def2-TZVPD", "homo_energy_ev": -7.88, "total_charge": 0, "homo_lumo_gap_ev": 8.78, "species": ["C", "C", "C", "C", "C", "C", "C", "C", "C", "N", "N", "H", "H", "H", "H", "H", "H", "H", "H", "H", "H"], "xyz": [[0.78069, -1.06814, -2.23052], [1.72637, -0.06530, -2.44468], [0.20124, -1.17906, -0.96700], [2.16772, 0.73309, -1.42181], [0.70917, -0.39326, 0.10791], [1.62242, 0.61590, -0.14641], [0.01947, -0.53869, 1.48431], [-1.20157, 0.34014, 1.57245], [-2.43757, 0.45452, 0.70429], [-1.26615, 1.62731, 3.57580], [-1.25642, 0.96661, 2.62567], [0.29624, -1.69250, -2.89160], [2.20056, 0.14310, -3.43984], [-0.43453, -2.06231, -0.85080], [2.82598, 1.48207, -1.75218], [-0.19443, -1.62676, 1.47132], [0.77418, -0.26559, 2.33158], [-2.48163, -0.01822, -0.28096], [-2.86099, 1.44738, 0.65399], [-3.21909, -0.10305, 1.24061], [2.02832, 1.20278, 0.65786]]}

Which structure is the most stable? The one labeled (two).